Record 1
A 2-piece molecular cluster, C5H12O2 overall, computed with wB97M-V/def2-TZVPD.

```
19
Properties=species:S:1:pos:R:3:mulliken_charge:R:1
C -1.0559 -0.2931 0.5009 -0.48
O -1.9763 0.7831 0.5274 -0.55
C 0.3839 0.1644 0.6990 -0.66
C 1.3049 0.4571 -0.4781 -0.33
C 1.9939 1.8019 -0.4080 -0.28
C 1.9944 2.6482 -1.4468 -0.72
H -1.0292 -0.8579 -0.4419 0.29
H -1.3220 -1.0635 1.2204 0.32
H -2.8205 0.4387 0.2308 0.31
H 0.3036 0.9675 1.4416 0.34
H 0.8917 -0.5885 1.3197 0.34
H 0.8388 0.1831 -1.4245 0.42
H 2.1542 -0.2338 -0.3835 0.22
H 2.0675 2.3262 0.5427 0.28
H 2.4793 3.6155 -1.3983 0.26
H 1.5365 2.3966 -2.3969 0.24
H -2.2930 -4.6602 0.0253 0.32
H -3.1831 -3.9572 1.0311 0.31
O -2.2687 -4.1280 0.8390 -0.63
```

HOMO-LUMO gap: 9.95 eV
Energy above the lowest of the compared OMol25 structures with the same formula, charge and spin: 222.4 kJ/mol
Largest force on an atom: 3.07 eV/A
SMILES: C=CCCCO.O
Highest occupied orbital energy: -9.31 eV
E_tot: -348.12011 hartree
Net charge: 0

***

Record 2
A 2-piece molecular cluster, C2H7NS overall, computed with wB97M-V/def2-TZVPD.

```
11
Properties=species:S:1:pos:R:3:mulliken_spin:R:1
C -0.4763 0.2597 0.7863 0.02
C 0.7929 0.2169 -0.0630 -0.09
S 0.5618 0.2861 -1.8084 1.18
N -1.4403 -0.8369 0.3412 0.07
H -0.0938 0.2891 1.8060 0.01
H -0.9980 1.2387 0.5655 0.00
H 1.3899 1.0616 0.3062 0.06
H 1.3894 -0.6890 0.1537 0.05
H 2.5686 -0.2282 -1.8904 -0.29
H -2.4150 -0.6185 0.4708 0.00
H -1.2794 -0.9794 -0.6680 -0.01
```

HOMO-LUMO gap (alpha / beta): 6.72 / 4.78 eV
Energy above the lowest of the compared OMol25 structures with the same formula, charge and spin: 346.5 kJ/mol
Largest force on an atom: 3.67 eV/A
Highest occupied orbital energy (alpha / beta): -14.14 / -13.84 eV
E_tot: -532.88403 hartree
Net charge: +1
Multiplicity: 2

***

Record 3
One molecule with the formula C19H30N2O2, computed with wB97M-V/def2-TZVPD.

```
53
Properties=species:S:1:pos:R:3:mulliken_charge:R:1
C 3.5134 -2.9761 -3.1864 -1.79
H 3.7241 -3.9849 -2.8412 0.43
H 4.4553 -2.4384 -3.2676 0.41
H 3.0625 -3.0302 -4.1760 0.37
C 2.5785 -2.2691 -2.2074 1.25
C 2.3795 -0.8168 -2.6384 -1.48
H 1.9303 -0.7710 -3.6296 0.37
H 1.7361 -0.2834 -1.9437 0.14
H 3.3365 -0.3010 -2.6742 0.42
H 3.0547 -2.2764 -1.2265 0.12
C 1.2371 -3.0193 -2.1313 -1.17
H 0.5440 -2.5709 -2.8483 0.41
C 0.5634 -3.0689 -0.7467 -0.22
N 0.5382 -1.7656 -0.0749 0.64
C 1.4690 -1.3565 0.8102 0.64
O 2.4829 -1.9875 1.0717 -0.77
C 1.2001 -0.0456 1.5276 -0.61
H 1.1080 0.7748 0.8160 0.24
H 2.0789 0.1418 2.1471 0.38
C -0.0384 -0.1284 2.4454 -0.96
N -1.3281 0.0453 1.8286 0.24
C -1.6289 -0.8743 0.7638 -1.08
H -2.6088 -0.6125 0.3599 0.29
C -0.6052 -0.9269 -0.3894 -1.20
H -1.0874 -1.3385 -1.2771 0.57
H -0.2723 0.0833 -0.6389 0.47
H -1.6967 -1.8828 1.1934 0.47
C -1.8836 1.3703 1.7626 -0.86
H -2.9535 1.2668 1.5541 0.28
C -1.2904 2.3652 0.7352 0.08
C -2.0105 3.6758 0.8459 0.16
C -3.1512 3.9231 0.0926 -0.35
C -3.8405 5.1150 0.2262 -0.62
C -3.3995 6.0757 1.1200 -0.40
C -2.2660 5.8375 1.8783 -0.63
C -1.5785 4.6451 1.7426 -0.32
H -0.6923 4.4653 2.3352 0.36
H -1.9160 6.5837 2.5767 0.37
H -3.9360 7.0071 1.2239 0.38
H -4.7235 5.2951 -0.3695 0.37
H -3.4986 3.1773 -0.6089 0.36
H -0.2291 2.5121 0.9411 0.22
H -1.4091 1.9639 -0.2729 0.28
H -1.7872 1.8149 2.7579 0.32
H 0.0546 0.6283 3.2273 0.40
H -0.0294 -1.1121 2.9327 0.44
H -0.4931 -3.3245 -0.9017 0.42
C 1.1105 -4.2278 0.1233 -1.00
O 2.4821 -4.4446 0.0621 -0.60
H 2.8964 -3.6573 0.4633 0.47
H 0.6495 -5.1501 -0.2443 0.48
H 0.7746 -4.0695 1.1601 0.32
H 1.3937 -4.0565 -2.4297 0.50
```

HOMO-LUMO gap: 8.96 eV
Energy above the lowest of the compared OMol25 structures with the same formula, charge and spin: 107.7 kJ/mol
Largest force on an atom: 0.64 eV/A
SMILES: CC(C)C[C@@H](CO)N1CCN(CCc2ccccc2)CCC1=O
Highest occupied orbital energy: -8.33 eV
E_tot: -1001.98628 hartree
Net charge: 0

***

Record 4
C48H50FN8O6SbSe4W as an isolated structure, computed with wB97M-V/def2-TZVPD.

```
119
Properties=species:S:1:pos:R:3:mulliken_charge:R:1
W -1.1816 -0.0295 0.4488 1.18
C 0.0536 -3.6606 1.5925 -1.01
C 1.5207 -3.5644 1.2026 0.27
C 1.7483 -3.7410 -0.3010 -0.95
C 2.2968 -2.3434 1.6797 0.13
C 3.6580 -2.6534 1.7766 -0.61
C 4.6018 -1.7584 2.2120 -1.43
C 4.1803 -0.5128 2.6233 -0.59
C 2.8475 -0.1326 2.5609 0.64
C 2.5866 1.2484 3.1546 1.99
C 2.6175 1.1883 4.6914 -1.60
C 3.6152 2.3030 2.7043 -1.79
C 1.8772 -1.0416 2.0223 -0.61
N 0.5054 -0.4991 1.8589 0.81
C 0.0192 -0.1027 3.0762 0.68
O 0.1285 -0.6862 4.1369 -0.93
C -0.7456 1.1998 2.9944 0.00
C -1.1907 1.9468 4.0653 -0.85
C -1.8852 3.1185 3.8029 -1.25
C -2.1684 3.4815 2.4879 -0.84
C -1.7169 2.6652 1.4792 -0.15
N -0.9712 1.5760 1.7292 1.13
C -2.0757 2.7749 0.0193 0.45
O -2.6072 3.7464 -0.4396 -0.59
N -1.7391 1.6095 -0.6454 1.22
C -1.8445 1.6607 -2.1153 -0.50
C -0.7788 2.2525 -2.8267 0.47
C -0.6602 1.9810 -4.1850 -0.63
C -1.5977 1.2231 -4.8526 -1.41
C -2.7485 0.8508 -4.1863 -0.85
C -2.9206 1.0685 -2.8227 0.38
C -4.3368 0.7508 -2.3144 0.15
C -4.9056 1.8229 -1.3797 -1.57
C -4.5348 -0.6382 -1.7121 -1.02
C 0.1677 3.2694 -2.2226 1.92
C 1.5864 3.1851 -2.7937 -1.46
C -0.3812 4.6812 -2.4925 -1.74
H -0.4136 -4.5042 1.0829 0.32
H -0.4900 -2.7627 1.3547 -0.22
H -0.0415 -3.8032 2.6720 0.41
H 1.9968 -4.4161 1.6947 0.76
H 1.3218 -2.8919 -0.8445 -0.15
H 1.3074 -4.6742 -0.6460 0.44
H 2.8148 -3.7586 -0.5269 0.44
H 3.9652 -3.6599 1.5202 0.55
H 5.6444 -2.0390 2.2780 0.48
H 4.9011 0.1846 3.0282 0.46
H 1.6057 1.6040 2.8417 -0.92
H 3.6044 0.8726 5.0293 0.46
H 1.8973 0.4811 5.0878 0.20
H 2.4071 2.1749 5.1089 0.44
H 4.4400 2.3591 3.4139 0.52
H 3.1548 3.2920 2.6703 0.32
H 4.0290 2.0714 1.7291 0.57
H -0.9968 1.5914 5.0671 0.67
H -2.2295 3.7354 4.6222 0.52
H -2.7480 4.3593 2.2394 0.68
H 0.1761 2.3997 -4.7288 0.60
H -1.4774 0.9710 -5.8977 0.50
H -3.5427 0.3781 -4.7473 0.55
H -4.9426 0.7572 -3.2229 0.84
H -4.6272 1.6495 -0.3426 0.11
H -5.9945 1.8134 -1.4331 0.55
H -4.5600 2.8159 -1.6640 0.37
H -3.9913 -0.7497 -0.7826 -0.16
H -4.2360 -1.4271 -2.4086 0.23
H -5.5887 -0.7874 -1.4686 0.58
H 0.2089 3.1245 -1.1415 -0.83
H 1.6261 3.6412 -3.7835 0.70
H 1.9346 2.1529 -2.8771 -0.18
H 2.2780 3.7383 -2.1595 0.48
H -0.4837 4.8421 -3.5664 0.39
H 0.3076 5.4263 -2.0905 0.48
H -1.3510 4.8298 -2.0290 0.30
Se -1.9441 -2.6524 -4.9245 -0.41
Sb -0.8009 -3.1466 -2.8987 1.34
Se -1.0605 -5.3125 -1.9582 -0.42
Se 1.6403 -3.5228 -4.0553 -0.05
Se -0.9268 -1.3627 -1.1897 0.22
F -3.6236 -5.6792 4.9518 -0.27
C -3.3730 -4.4283 4.6204 0.33
C -4.1397 -3.7957 3.7224 -0.20
N -3.8349 -2.4893 3.3720 0.21
C -4.3537 -1.6933 2.2679 -0.96
C -3.1772 -0.7407 1.9610 0.34
O -3.3155 0.4331 1.4703 -0.47
O -2.1536 -1.3647 1.2973 -0.84
C -2.8109 -1.8584 3.9411 0.34
O -2.5878 -0.6748 3.4694 -0.11
N -2.0480 -2.4408 4.8462 0.11
C -2.1842 -3.8145 5.2369 0.20
O -1.3750 -4.3287 5.9416 -0.51
H -4.9900 -4.2630 3.2478 0.49
H -5.2288 -1.1096 2.5523 0.26
H -4.5631 -2.3248 1.4059 0.49
H -1.2020 -1.9446 5.1351 0.26
C 3.1474 2.2649 -0.3038 -2.30
C 1.8322 1.9353 -0.0258 -0.77
N 1.2410 0.8383 -0.5019 2.26
C 1.9958 0.0272 -1.2395 0.09
C 3.3528 0.2004 -1.4750 0.56
C 3.9373 1.3732 -1.0047 -0.10
C 4.1044 -0.8946 -2.1155 -1.42
C 3.8132 -1.4665 -3.2792 -1.43
C 2.8922 -0.9463 -4.2987 1.02
C 3.0189 0.3334 -4.8189 -0.11
C 2.2221 0.6775 -5.9002 -0.43
N 1.3379 -0.1731 -6.4179 -0.42
C 1.2202 -1.3581 -5.8852 -0.34
N 1.9633 -1.7737 -4.8356 -0.30
H 3.5428 3.2116 0.0344 0.85
H 1.2295 2.5861 0.5963 0.15
H 1.5099 -0.8458 -1.6611 -0.53
H 4.9829 1.5805 -1.1936 0.66
H 4.9063 -1.3061 -1.5113 0.48
H 4.3149 -2.3809 -3.5790 0.67
H 3.7616 1.0075 -4.4195 0.47
H 2.3035 1.6400 -6.3909 0.46
H 0.4958 -2.0491 -6.2950 0.66
```

HOMO-LUMO gap: 5.10 eV
Energy above the lowest of the compared OMol25 structures with the same formula, charge and spin: 0.0 kJ/mol
Largest force on an atom: 5.40 eV/A
Highest occupied orbital energy: -12.78 eV
E_tot: -12761.01034 hartree
Net charge: +2